No. 1
The following is a DFT calculation (ωB97M-V/def2-TZVPD) of the molecule C4H4N4O3.

Computed properties:
LUMO energy (spin up / spin down)	-0.4 / -4.4	eV
gap between HOMO and LUMO (spin up / spin down)	7.210 / 6.187	eV
charge	0
spin multiplicity	3

CARTESIAN COORDINATES (ANGSTROEM)
1 C 1.3500 1.6737 -0.6494
2 C 1.3945 1.1236 0.7874
3 C -0.0426 -1.3818 -0.6180
4 C -0.3118 0.2331 -0.2734
5 N 0.4016 1.0783 -1.2463
6 N 0.3525 0.4179 1.0749
7 N -0.3633 -2.0905 0.4520
8 N -1.7260 0.4029 -0.1096
9 O -2.3045 -0.2186 0.7670
10 O 0.4221 -1.7660 -1.6516
11 O -2.2005 1.2429 -0.8372
12 H 2.0271 2.2666 -1.1599
13 H 2.0324 1.6443 1.5445
14 H -0.7286 -1.5543 1.1854
15 H -0.3029 -3.0721 0.7344

---

No. 2
The following is a DFT calculation (ωB97M-V/def2-TZVPD) of a structure of composition C6H9CsLiO2.

Computed properties:
LUMO energy (spin up / spin down)	-1.5 / -1.6	eV
gap between HOMO and LUMO (spin up / spin down)	2.468 / 3.287	eV
charge	0
spin multiplicity	2

CARTESIAN COORDINATES (ANGSTROEM)
1 C -0.2849 1.1189 3.6423
2 H -1.0888 1.8699 3.7120
3 H 0.1764 0.6329 2.7708
4 C 0.7482 3.0700 2.4654
5 C -0.1932 3.4289 1.4344
6 C -0.8729 2.4538 0.7065
7 O -2.1717 2.2607 0.8029
8 Cs -3.5938 5.2048 -1.1517
9 H 1.6013 2.4875 2.0964
10 H 0.9716 3.8735 3.1760
11 H -0.7986 4.2990 1.7379
12 H -0.2785 1.5466 0.4767
13 H -0.6451 -1.4266 4.3098
14 O -2.3741 -0.3854 3.9456
15 C -1.0789 -0.4070 4.3005
16 C -0.1496 0.5189 5.0246
17 H -0.6300 1.1144 5.8093
18 H 0.8592 0.1335 5.2343
19 Li -2.6440 0.4260 2.3851

---

No. 3
The following is a DFT calculation (ωB97M-V/def2-TZVPD) of a structure of composition C25H28CeN4O2S7Sb.

Computed properties:
LUMO energy (spin up / spin down)	0.6 / 0.6	eV
gap between HOMO and LUMO (spin up / spin down)	4.529 / 4.530	eV
charge	-1

CARTESIAN COORDINATES (ANGSTROEM)
1 Ce 0.1396 0.0155 -0.5056
2 C -3.5352 -4.6312 4.5346
3 C -2.8854 -3.9124 3.3787
4 C -3.0432 -4.3430 2.0793
5 C -2.4907 -3.6765 0.9770
6 C -2.5592 -4.3691 -0.2769
7 N -2.6164 -3.9552 -1.4995
8 C -3.0066 -2.6281 -1.9146
9 C -4.4518 -2.2949 -1.5465
10 C -4.8114 -0.9240 -2.1257
11 N -4.1520 0.1393 -1.3898
12 C -4.7541 0.9606 -0.5750
13 C -4.1200 1.8320 0.3272
14 C -4.9112 2.7469 1.0559
15 C -4.3658 3.6286 1.9512
16 C -5.2169 4.6266 2.6948
17 C -2.9756 3.5947 2.1335
18 C -2.1431 2.7064 1.4794
19 C -0.7159 2.7832 1.7462
20 N 0.1894 2.0610 1.2316
21 C 1.5610 2.3322 1.6193
22 C 2.2957 1.0236 1.9102
23 C 1.5047 0.1254 2.8525
24 N 0.4144 -0.5686 2.1647
25 C -0.3581 -1.2348 2.9200
26 C -1.4008 -2.1628 2.5418
27 C -2.0328 -2.8336 3.5790
28 C -1.6718 -2.4958 1.1647
29 O -1.1330 -1.8617 0.2081
30 C -2.6932 1.7690 0.5465
31 O -1.9901 0.9029 -0.0436
32 H -4.3563 -5.2568 4.1852
33 H -3.9347 -3.9250 5.2643
34 H -2.8228 -5.2754 5.0562
35 H -3.6268 -5.2392 1.8888
36 H -2.4645 -5.4526 -0.2029
37 H -1.8130 -4.3854 -2.1804
38 H -2.8780 -2.5953 -2.9960
39 H -2.3475 -1.8784 -1.4978
40 H -4.5631 -2.2713 -0.4583
41 H -5.1271 -3.0545 -1.9481
42 H -5.8893 -0.7570 -2.0955
43 H -4.4780 -0.8866 -3.1650
44 H -3.1307 0.1280 -1.3193
45 H -5.8396 0.9691 -0.6320
46 H -5.9843 2.7387 0.8890
47 H -6.2658 4.3332 2.6771
48 H -5.1389 5.6177 2.2416
49 H -4.9004 4.7161 3.7346
50 H -2.5231 4.3009 2.8230
51 H -0.4308 3.5676 2.4600
52 H 1.6021 2.9928 2.4980
53 H 2.0551 2.8465 0.7926
54 H 3.2618 1.2582 2.3571
55 H 2.4867 0.4701 0.9810
56 H 1.1130 0.7148 3.6933
57 H 2.1855 -0.6266 3.2618
58 H -0.2023 -1.1845 4.0085
59 H -1.8024 -2.5314 4.5976
60 S -0.0336 -4.4967 -2.8646
61 Sb 1.1728 -2.4573 -2.6340
62 S -0.4087 -0.7267 -3.1133
63 S 2.0180 -2.0688 -0.4517
64 S 2.8571 -2.6369 -4.1615
65 S 2.2373 4.4052 -2.0204
66 C 1.4868 2.9208 -1.8363
67 S 2.4302 1.5292 -1.5775
68 S -0.1983 2.7969 -1.8806

---

No. 4
The following is a DFT calculation (ωB97M-V/def2-TZVPD) of the molecule C2H7N3.

Computed properties:
LUMO energy	0.9	eV
SMILES string	[H]/N=C(\N)NC
gap between HOMO and LUMO	9.865	eV
charge	0

CARTESIAN COORDINATES (ANGSTROEM)
1 H -2.2824 -0.0992 0.6054
2 N -1.5173 -0.4390 0.0193
3 C -0.4901 0.2900 0.2907
4 N -0.7251 1.6420 0.6871
5 N 0.7779 0.1396 -0.2874
6 C 1.0552 -1.2559 -0.6353
7 H 0.1025 2.1863 0.8924
8 H -1.3026 1.5938 1.5190
9 H 1.0958 0.9007 -0.8597
10 H 0.1042 -1.7818 -0.7450
11 H 1.5794 -1.8637 0.1252
12 H 1.6027 -1.3127 -1.6118

---

No. 5
The following is a DFT calculation (ωB97M-V/def2-TZVPD) of a structure of composition C22H42CrN4O2.

Computed properties:
LUMO energy (spin up / spin down)	-3.4 / -2.9	eV
gap between HOMO and LUMO (spin up / spin down)	7.358 / 7.620	eV
charge	+1
spin multiplicity	4

CARTESIAN COORDINATES (ANGSTROEM)
1 Cr -0.1883 0.0108 -0.2257
2 C 2.1781 0.9807 -3.4702
3 C 1.9841 1.7737 -2.1873
4 C 1.7654 3.2659 -2.4796
5 O 1.0159 1.2545 -1.3012
6 H 1.2600 0.8303 -4.0381
7 H 2.5534 -0.0312 -3.3177
8 H 2.9406 1.3246 -4.1691
9 H 2.9475 1.7216 -1.6800
10 H 2.6191 3.6246 -3.0547
11 H 1.7822 3.8479 -1.5581
12 H 0.8722 3.4055 -3.0886
13 C -2.3318 -1.5863 3.0815
14 C -2.3212 -2.0028 1.5699
15 C -3.8342 -2.0050 1.1712
16 O -1.5264 -1.1373 0.8439
17 H -2.6635 -0.5640 3.2631
18 H -1.3099 -1.7027 3.4423
19 H -3.0124 -2.1614 3.7093
20 H -1.9032 -3.0087 1.5295
21 H -3.9340 -2.2004 0.1035
22 H -4.1871 -0.9775 1.2598
23 H -4.4763 -2.5866 1.8326
24 C 1.2602 -3.6104 3.3007
25 C 1.9748 -4.3263 2.1903
26 C 2.7762 -3.4822 1.1766
27 C 2.0336 -2.3514 0.6269
28 N 1.3809 -1.4803 0.2102
29 H 0.7920 -4.3481 3.9524
30 H 0.4046 -3.0236 2.9667
31 H 1.9931 -2.9772 3.8008
32 H 1.1647 -4.8045 1.6397
33 H 2.6153 -5.1366 2.5383
34 H 3.0703 -4.1359 0.3555
35 H 3.6724 -3.0836 1.6519
36 C 0.1380 0.5405 5.4056
37 C 0.9967 1.7467 5.0284
38 C 0.4323 2.6070 3.8784
39 C 0.3321 1.8423 2.6235
40 N 0.2199 1.2589 1.6573
41 H -0.0130 -0.1665 4.5898
42 H -0.8316 0.8735 5.7757
43 H 0.5447 -0.0533 6.2242
44 H 1.9651 1.3665 4.7030
45 H 1.2532 2.4288 5.8390
46 H 1.0724 3.4465 3.6070
47 H -0.5343 3.0331 4.1468
48 C -1.1974 5.2030 -1.7078
49 C -2.6491 4.8839 -1.3262
50 C -3.1332 3.4427 -1.6392
51 C -2.4106 2.3335 -1.0829
52 N -1.8289 1.4546 -0.5927
53 H -0.5594 4.5047 -1.1662
54 H -0.8635 6.1817 -1.3632
55 H -1.1530 5.0205 -2.7815
56 H -3.2968 5.6538 -1.7456
57 H -2.7028 5.0577 -0.2515
58 H -3.1365 3.1829 -2.6978
59 H -4.1967 3.4105 -1.4024
60 C 1.9530 -2.9011 -4.1567
61 C 0.9201 -2.2360 -5.0965
62 C -0.4599 -2.3016 -4.4325
63 C -0.5452 -1.6287 -3.1345
64 N -0.6089 -1.1209 -2.0728
65 H 1.8214 -3.9771 -4.0422
66 H 1.9789 -2.4996 -3.1437
67 H 2.9552 -2.7720 -4.5655
68 H 0.8796 -2.6773 -6.0924
69 H 1.1722 -1.1961 -5.3042
70 H -0.6381 -3.3621 -4.2547
71 H -1.2441 -1.8966 -5.0721

---

In order of appearance, energy above the lowest of the compared OMol25 structures with the same formula, charge and spin = 310.9 222.3 224.6 77.0 230.0 kJ/mol.
In order of appearance, max |F| = 10.3 3.4 1.7 4.2 4.0 eV/A.